The following is a quantum chemistry calculation of CHI2O2S2 as an isolated structure in a non-equilibrium geometry, from the OMol25 dataset.

Properties
orbital gap = 7.51 eV
multiplicity = 1
ΔE to the lowest compared entry with this formula, charge and spin = 90.07 kJ/mol
net charge = -1

Last column: natural (NBO) charge in e.
Atoms and positions in Å:
C: -0.80137 -0.66968 -0.33122  -0.856
O: 0.34831 1.84583 0.43259  -0.969
O: 1.94016 0.46208 -0.60678  -0.976
S: 1.44320 -0.30286 2.04208  -0.560
S: 0.94838 0.53901 0.42683  1.892
I: -0.83297 -0.45907 -2.44147  0.081
I: -2.18952 0.34512 0.71719  0.183
H: -0.85617 -1.76042 -0.23922  0.205